[1]
{
  "formula": "C2H4N6",
  "method": "the ωB97M-V functional and the def2-TZVPD basis",
  "orbital_gap_ev": 8.06,
  "smiles": "[H]/N=c1/nncnn1N",
  "e_homo_ev": -9.312,
  "lumo_energy_ev": -1.3,
  "elements": ["H", "N", "C", "N", "N", "C", "N", "N", "N", "H", "H", "H"],
  "positions_angstrom": [[-1.52871, 1.67453, 0.03024], [-0.64633, 2.16549, 0.29427], [0.16217, 1.12863, -0.25170], [1.54881, 1.27491, -0.34786], [2.35601, 0.32831, -0.04283], [1.72164, -1.00437, 0.16817], [0.50380, -1.23809, -0.03252], [-0.31872, -0.27639, -0.39465], [-1.65402, -0.90327, -0.01436], [2.36397, -1.85708, 0.69273], [-2.43072, -1.20672, -0.89441], [-2.07791, -0.08596, 0.79292]],
  "forces_ev_per_angstrom": [[-0.2402, 0.9406, 0.9583], [2.9480, -5.3885, -4.1379], [-4.3528, 1.3949, 3.4462], [1.4235, -0.9642, 0.8389], [-2.3171, -0.8146, -0.7371], [3.2453, 0.2559, 1.6596], [0.6286, -0.5513, -0.1143], [-1.5858, 0.3171, -0.0654], [-2.6136, 3.5970, 0.2278], [-1.2610, 2.1789, -1.6200], [3.1409, 2.2036, 2.9654], [0.9842, -3.1693, -3.4216]],
  "mulliken_charge": [0.238, -0.541, 0.417, -0.189, -0.196, 0.015, -0.504, 0.435, -0.563, 0.318, 0.281, 0.290]
}


[2]
{
  "formula": "C37H43IrN3O4PS5",
  "method": "the ωB97M-V functional and the def2-TZVPD basis",
  "orbital_gap_ev": 7.55,
  "e_homo_ev": -7.638,
  "lumo_energy_ev": -0.1,
  "elements": ["Ir", "C", "C", "N", "N", "C", "S", "S", "C", "C", "C", "C", "C", "C", "C", "C", "C", "C", "C", "C", "C", "O", "H", "H", "H", "H", "H", "H", "H", "H", "H", "H", "H", "H", "H", "H", "O", "C", "C", "C", "C", "C", "S", "C", "C", "C", "C", "S", "C", "C", "C", "C", "S", "H", "H", "H", "H", "H", "H", "H", "H", "H", "C", "C", "P", "C", "C", "C", "C", "H", "H", "H", "H", "H", "H", "H", "H", "H", "H", "H", "H", "H", "H", "H", "N", "C", "C", "O", "O", "H", "H", "H", "H", "H"],
  "positions_angstrom": [[0.25008, -0.82912, -0.52971], [-3.30134, -3.36697, -0.86254], [-1.86570, -2.91259, -0.85047], [-1.60579, -1.65131, -0.64044], [-2.74309, -0.82050, -0.63762], [-2.48703, 0.43127, -0.77874], [-0.92318, 1.16392, -0.82502], [-3.84798, 1.57109, -0.90701], [-4.96181, 0.91197, 0.36803], [-4.82844, 1.59230, 1.70865], [-3.59146, 1.99829, 2.20190], [-3.48688, 2.58500, 3.45353], [-4.62037, 2.77995, 4.23197], [-5.85833, 2.39126, 3.74351], [-5.95937, 1.80463, 2.48914], [-0.81800, -3.90641, -1.10905], [-1.21246, -5.10328, -1.74330], [-0.31987, -6.09360, -2.07686], [1.02939, -5.92313, -1.75573], [1.45544, -4.77115, -1.14567], [0.56480, -3.72504, -0.82919], [1.07999, -2.68222, -0.23221], [-3.89182, -2.74922, -0.19490], [-3.37408, -4.40730, -0.56125], [-3.73153, -3.25698, -1.86035], [-4.74076, -0.15377, 0.43249], [-5.97996, 1.01114, -0.00647], [-2.70692, 1.89005, 1.58421], [-2.51719, 2.90319, 3.81680], [-4.53955, 3.24274, 5.20686], [-6.75051, 2.55147, 4.33507], [-6.93159, 1.50896, 2.11116], [-2.25151, -5.24914, -1.99918], [-0.66282, -6.99211, -2.57118], [1.74805, -6.69539, -2.00257], [2.49889, -4.60960, -0.90805], [2.13846, -0.06397, -0.60830], [2.65831, 0.08289, -1.88758], [4.16297, -0.17901, -1.83386], [4.85716, -0.73491, -0.80536], [6.24461, -0.88219, -1.08461], [6.57549, -0.43196, -2.32385], [5.21381, 0.19188, -3.15018], [2.44992, 1.50377, -2.41951], [3.10604, 2.61413, -1.97542], [2.65417, 3.81482, -2.58114], [1.65777, 3.59355, -3.48326], [1.27342, 1.93461, -3.60015], [1.97664, -0.94817, -2.79888], [0.62171, -1.04632, -3.02827], [0.26396, -2.18321, -3.81123], [1.34896, -2.91577, -4.16503], [2.79745, -2.24981, -3.53966], [4.37746, -1.01360, 0.11590], [6.96084, -1.29851, -0.39079], [7.54716, -0.41642, -2.79047], [3.88000, 2.57177, -1.22204], [3.05925, 4.79142, -2.35689], [1.15116, 4.31238, -4.10756], [-0.08363, -0.25264, -2.80110], [-0.74766, -2.42156, -4.10651], [1.37582, -3.82185, -4.74856], [-1.67820, -0.97499, 3.86044], [-1.50389, -1.12546, 2.35007], [0.12483, -0.64036, 1.67916], [1.23540, -1.76716, 2.59800], [2.70290, -1.85169, 2.18910], [0.42248, 1.04833, 2.29959], [1.85289, 1.56091, 2.11779], [-2.66169, -1.34542, 4.15197], [-1.62508, 0.06777, 4.16976], [-0.93438, -1.54000, 4.42133], [-2.26404, -0.54985, 1.82483], [-1.64619, -2.16666, 2.05025], [0.77500, -2.75326, 2.49929], [1.14408, -1.47446, 3.64837], [2.78202, -2.01645, 1.12083], [3.16864, -2.69522, 2.70192], [3.25512, -0.95358, 2.45218], [0.14080, 1.06321, 3.35583], [-0.27441, 1.69340, 1.76141], [2.51998, 1.11563, 2.85399], [1.87417, 2.64314, 2.25650], [2.22782, 1.34522, 1.11813], [-0.76673, 5.33727, -0.91071], [0.49658, 5.84514, -0.38814], [1.17657, 4.81431, 0.50896], [2.08627, 5.08497, 1.24512], [0.69209, 3.58103, 0.37827], [-0.95808, 5.65721, -1.84825], [-1.55283, 5.58146, -0.32354], [-0.06473, 3.63787, -0.24467], [0.42823, 6.78041, 0.16923], [1.18583, 6.00760, -1.21849]],
  "forces_ev_per_angstrom": [[-0.4212, -0.2411, 0.0219], [0.0085, 0.0105, -0.0092], [0.0675, 0.0714, 0.1511], [-0.2348, -0.2280, -0.2580], [0.1602, 0.0310, -0.1069], [0.0462, -0.0421, 0.2322], [0.0724, -0.0535, -0.1489], [0.0257, -0.0574, -0.0414], [0.0216, -0.0030, -0.0221], [0.0310, -0.0016, 0.0215], [0.0290, 0.0332, -0.0277], [-0.0077, -0.0068, 0.0276], [0.0156, 0.0009, -0.0105], [-0.0047, -0.0098, -0.0066], [-0.0119, -0.0405, 0.0212], [-0.0702, 0.1441, -0.0446], [0.0917, -0.0736, -0.0114], [-0.0956, 0.0171, 0.0013], [0.0856, 0.0548, -0.0149], [0.0279, -0.1443, -0.0181], [-0.1265, 0.0764, 0.3144], [0.1581, 0.0730, -0.4731], [-0.0051, 0.0037, 0.0051], [-0.0052, 0.0052, 0.0036], [-0.0084, -0.0016, -0.0031], [-0.0376, 0.0000, 0.0172], [0.0119, 0.0249, -0.0340], [0.0117, -0.0305, 0.0118], [0.0064, -0.0049, 0.0006], [-0.0002, 0.0017, 0.0001], [-0.0017, -0.0012, 0.0018], [-0.0007, -0.0008, -0.0004], [-0.0017, 0.0017, -0.0227], [0.0009, 0.0052, -0.0076], [-0.0032, -0.0050, 0.0105], [0.0015, 0.0061, 0.0128], [0.3192, 0.0451, 0.2345], [0.0777, -0.0915, -0.1665], [-0.0482, 0.0089, -0.0446], [-0.0340, -0.0039, -0.0331], [0.0211, -0.0024, 0.0145], [-0.0200, 0.0143, 0.0057], [-0.0382, 0.0129, -0.0206], [-0.1598, 0.0116, -0.0348], [-0.0495, 0.0282, 0.1258], [-0.0091, -0.0477, 0.0602], [-0.0063, -0.0051, -0.0544], [0.1072, 0.0948, -0.0742], [0.0108, 0.0199, -0.0734], [-0.1489, 0.0533, -0.0969], [0.0595, -0.0605, -0.0221], [-0.0457, -0.0193, 0.0047], [0.0229, 0.0307, 0.1844], [-0.0462, -0.0392, 0.0863], [-0.0054, -0.0015, -0.0017], [-0.0013, -0.0030, 0.0015], [0.0200, -0.0221, 0.0029], [0.0372, 0.0069, -0.0215], [-0.0050, 0.0026, 0.0028], [-0.0084, 0.0495, -0.0497], [-0.0053, -0.0002, 0.0188], [0.0034, -0.0046, 0.0035], [-0.0522, -0.0140, -0.0191], [0.0209, 0.0050, 0.0195], [0.1956, 0.2838, 0.3855], [-0.0127, 0.0315, 0.0065], [-0.0250, -0.0111, 0.0008], [0.0442, -0.0752, 0.0527], [0.0251, 0.0985, 0.0920], [0.0000, 0.0023, 0.0043], [-0.0006, 0.0134, 0.0042], [-0.0018, -0.0038, 0.0017], [-0.0419, 0.0686, -0.0443], [-0.0017, -0.0227, -0.0117], [-0.0245, -0.0064, -0.0308], [-0.0038, -0.0089, -0.0011], [0.0263, 0.0039, -0.0766], [0.0024, 0.0186, 0.0196], [0.0048, 0.0851, -0.0118], [-0.0065, -0.0169, 0.0063], [0.0071, -0.0312, 0.0207], [0.0556, -0.0910, 0.0229], [0.0281, -0.1639, 0.0455], [-0.0066, 0.0029, 0.0236], [0.0010, 0.0106, 0.0494], [-0.0166, -0.0336, -0.0471], [-0.0490, 0.0250, -0.1468], [0.0348, -0.0032, 0.0216], [-0.0964, 0.1307, 0.0468], [0.0179, -0.0275, -0.0103], [-0.0030, 0.0188, -0.0042], [0.0213, -0.0098, -0.1028], [-0.0134, 0.0015, 0.0120], [-0.0142, 0.0264, 0.0252]],
  "mulliken_charge": [0.710, -2.073, 1.153, 1.229, -0.992, 0.018, -0.248, -0.121, -0.640, 0.457, 0.571, -0.671, -0.573, -0.561, -0.684, 0.693, -1.053, -1.026, -0.542, -0.799, -0.123, 0.151, 0.288, 0.640, 0.317, 0.102, 0.573, -0.049, 0.474, 0.399, 0.377, 0.372, 0.433, 0.409, 0.431, 0.430, -0.598, 4.553, -1.418, -0.509, -0.691, -0.694, -0.017, -0.660, -0.384, -0.934, -0.540, -0.066, -0.567, -1.454, -1.211, -0.483, -0.143, 0.295, 0.412, 0.477, 0.575, 0.579, 0.515, 1.195, 0.446, 0.488, -1.498, -0.112, 1.167, -0.890, -0.914, 0.194, -1.604, 0.434, 0.284, 0.358, -0.158, 0.376, 0.437, 0.567, -0.126, 0.499, 0.230, 0.666, -0.242, 0.434, 0.481, 0.004, -0.554, -0.443, 0.531, -0.626, 0.170, 0.200, 0.164, 0.140, 0.351, 0.242]
}


[3]
{
  "formula": "C6H12O",
  "method": "the ωB97M-V functional and the def2-TZVPD basis",
  "orbital_gap_ev": 11.04,
  "smiles": "C[C@@H]1C[C@@H]1[C@@H](C)O",
  "e_homo_ev": -10.041,
  "lumo_energy_ev": 1.0,
  "elements": ["C", "C", "C", "C", "C", "C", "O", "H", "H", "H", "H", "H", "H", "H", "H", "H", "H", "H", "H"],
  "positions_angstrom": [[-2.09154, -0.95936, -0.00961], [-1.47824, 0.41966, 0.12524], [-0.71167, 0.95113, -1.05294], [0.00907, 0.70645, 0.23901], [1.09608, -0.33423, 0.40462], [2.36758, 0.08066, -0.31499], [1.43601, -0.47188, 1.77925], [-1.39588, -1.68098, -0.45362], [-2.95520, -0.90648, -0.68325], [-2.44578, -1.36348, 0.94548], [-2.10295, 1.12611, 0.67408], [-0.54046, 0.23615, -1.85711], [-0.84687, 1.97065, -1.40201], [0.23642, 1.60603, 0.81081], [0.75113, -1.30205, 0.00024], [2.18224, 0.18031, -1.38856], [3.15696, -0.65720, -0.14989], [2.71210, 1.04761, 0.06622], [0.62098, -0.64912, 2.26704]],
  "forces_ev_per_angstrom": [[0.0288, -0.0679, -0.0065], [-0.0808, 0.0092, 0.0723], [0.0597, 0.0713, -0.2375], [-0.0602, 0.0063, 0.2139], [-0.1563, 0.0959, -0.4023], [0.0228, 0.0217, -0.0137], [-0.2348, -0.1722, 0.1778], [-0.0602, 0.1370, 0.1224], [0.0920, -0.0073, 0.1335], [0.1378, 0.0672, -0.0982], [0.1061, -0.1031, -0.2488], [-0.0226, 0.0788, 0.1450], [-0.0009, -0.1304, 0.1314], [0.0054, -0.1156, -0.0839], [0.0798, 0.1695, 0.0787], [0.0415, -0.0511, 0.1300], [-0.0814, 0.0783, -0.0418], [-0.0416, -0.1167, -0.0240], [0.1649, 0.0291, -0.0486]],
  "mulliken_charge": [-1.429, 0.211, -0.798, -0.261, 0.519, -1.429, -0.565, 0.310, 0.351, 0.334, 0.400, 0.272, 0.275, 0.321, 0.111, 0.351, 0.358, 0.351, 0.318]
}


[4]
{
  "formula": "C16H33NO2OsP2",
  "method": "the ωB97M-V functional and the def2-TZVPD basis",
  "orbital_gap_ev": [5.23, 2.77],
  "e_homo_ev": [-4.836, -5.589],
  "spin_multiplicity": 5,
  "lumo_energy_ev": [0.4, -2.8],
  "elements": ["Os", "P", "P", "N", "H", "C", "H", "H", "H", "C", "H", "H", "H", "C", "H", "H", "H", "C", "H", "H", "H", "C", "H", "H", "H", "C", "H", "H", "H", "C", "C", "C", "C", "C", "C", "H", "H", "H", "H", "H", "C", "O", "C", "H", "H", "H", "C", "H", "H", "H", "C", "O", "H", "H", "H"],
  "positions_angstrom": [[0.29723, -0.15736, -0.26920], [2.30241, -0.42662, -1.06556], [-2.40721, 0.67179, 1.34179], [-0.59754, 0.00158, -1.76045], [0.18944, -1.69431, 0.33582], [2.95916, -2.12253, -1.13993], [3.94844, -2.12629, -1.62283], [2.25140, -2.72891, -1.72025], [3.03005, -2.53099, -0.12215], [3.65897, 0.51614, -0.28349], [4.62602, 0.30403, -0.76477], [3.72199, 0.27042, 0.78314], [3.44242, 1.58694, -0.37440], [2.36077, 0.19457, -2.78093], [3.37621, 0.07611, -3.17913], [2.07560, 1.25518, -2.77515], [1.64248, -0.37484, -3.38337], [-3.19560, -0.87142, 1.77744], [-4.17451, -0.66669, 2.21190], [-2.64239, -1.50944, 2.46372], [-3.33814, -1.45311, 0.86236], [-2.37628, 1.94901, 2.61659], [-3.37869, 2.20196, 3.00049], [-1.90641, 2.85847, 2.19518], [-1.74727, 1.63645, 3.46108], [-3.27050, 1.36669, -0.05640], [-4.25121, 1.62339, 0.35486], [-3.32510, 0.60936, -0.84234], [-2.71982, 2.24555, -0.40351], [-1.20900, 0.22138, -2.92609], [-2.15723, -0.72626, -4.96432], [-1.65525, -0.90930, -3.69477], [-1.35026, 1.55280, -3.46353], [-1.86196, 1.72426, -4.73788], [-2.26090, 0.58650, -5.47220], [-2.46367, -1.61402, -5.53838], [-1.51695, -1.87836, -3.19688], [-0.99867, 2.37312, -2.82407], [-1.94824, 2.74131, -5.15280], [-2.66904, 0.72156, -6.47526], [1.83788, -0.17598, 2.83261], [1.57879, 0.61928, 1.88208], [2.22863, -1.61998, 2.59515], [2.24200, -2.13252, 3.56522], [3.21372, -1.82051, 2.11596], [1.44421, -2.05424, 1.96218], [2.21889, 0.41427, 4.18450], [1.76050, -0.20377, 4.96998], [1.81083, 1.43602, 4.23454], [3.30195, 0.45045, 4.36426], [-0.14422, -0.65775, 3.75409], [-0.90597, 0.41026, 1.20922], [-1.14186, -0.86498, 3.32250], [-0.16355, 0.23406, 4.36600], [0.25749, -1.53271, 4.22736]],
  "forces_ev_per_angstrom": [[0.8213, -0.1926, 4.1132], [1.6204, -0.2441, -1.4560], [2.1004, 0.1695, 1.2329], [-0.7429, 0.7000, -1.1395], [0.2829, 0.5488, -0.6500], [0.2016, -0.0114, -0.2323], [-0.2557, -0.1362, 0.1660], [0.2232, 0.0782, 0.1562], [-0.0248, 0.1297, -0.3215], [0.0765, 0.0045, 0.2278], [-0.3534, -0.0301, -0.0270], [-0.0826, 0.1251, -0.3134], [0.0139, -0.2120, 0.0992], [0.4715, -0.2866, -0.0976], [-0.2120, 0.1095, -0.1426], [0.0595, -0.3120, -0.0408], [0.1743, 0.2029, 0.0587], [-0.9116, -0.1778, -0.0886], [-0.1561, -0.0969, -0.0298], [0.1994, 0.4408, 0.0073], [-0.0406, 0.1604, -0.0618], [-0.7664, 0.3256, 0.5023], [0.3137, 0.0096, -0.1485], [-0.2923, -0.5200, -0.0180], [-0.1720, -0.2208, -0.3646], [0.2132, -0.3624, 0.2237], [-0.0752, 0.1264, -0.4471], [-0.1561, 0.2351, -0.0427], [-0.2321, -0.0972, 0.0075], [0.1395, 0.3992, -0.7700], [-2.0183, 1.7945, -5.0480], [2.2112, -0.3848, 5.4816], [2.2224, -1.7582, 5.6817], [-2.0346, 0.2328, -4.6844], [-0.2024, -0.8637, -0.2982], [0.0929, 0.7656, 0.0658], [-0.1583, 0.3774, -0.4954], [-0.1615, -0.3319, -0.4467], [-0.0262, -0.7606, 0.0625], [0.1426, -0.0119, 0.2846], [-2.4740, -0.5405, 1.4943], [0.3910, 0.0415, -2.2983], [0.0760, -0.4581, -0.0413], [-0.0208, -0.0554, -0.3106], [-0.3146, 0.5415, 0.1964], [0.3624, -0.0914, 0.1648], [0.1846, 0.1342, -0.1163], [0.3826, 0.3173, -0.0926], [0.1995, -0.3757, 0.0592], [-0.0103, 0.0055, -0.1885], [0.4670, 0.0595, -0.8623], [-2.2556, 0.8100, -0.2820], [0.8515, 0.0731, 0.1112], [-0.2058, -0.0045, 0.3743], [-0.1387, -0.3815, 0.7854]],
  "mulliken_spin": [1.242, 0.040, 0.014, 0.357, -0.010, 0.002, -0.001, -0.002, 0.000, 0.001, -0.001, -0.003, 0.004, 0.023, 0.002, 0.000, 0.003, -0.002, 0.001, 0.000, 0.001, -0.001, 0.000, 0.001, -0.001, 0.019, -0.002, 0.007, -0.009, -0.272, 0.574, 0.596, 0.614, 0.620, -0.026, 0.037, 0.029, 0.040, 0.036, 0.011, -0.005, -0.003, 0.004, 0.000, 0.000, 0.002, -0.001, 0.000, 0.000, 0.000, 0.002, 0.062, -0.003, 0.000, -0.001]
}


What are the energy relative to the best compared isomer or geometry (same formula, charge and spin) values for these records? In order: 139.3, 0.0, 24.1, 121.7 kcal/mol.